This record from the Open Molecules 2025 dataset describes a single C5H6O3 molecule at a distorted geometry. The level of theory is ωB97M-V with the def2-TZVPD basis set.

Calculated values
Largest force on an atom in eV Å⁻¹: 6.90
2S+1: 1
ΔE to the lowest compared entry with this formula, charge and spin in kJ/mol: 261.9
E_LUMO in eV: 0.10
Gap between HOMO and LUMO in eV: 9.028
SMILES: O=C1CCC(O)=C1O

Positions of all 14 atoms, in Å:
C  -1.017  -0.334  -0.347
C  -0.152  0.662  -0.042
C  1.219  0.169  0.445
C  1.043  -1.360  0.430
C  -0.361  -1.632  -0.147
H  -2.333  -1.442  -0.899
H  0.363  2.401  0.651
H  1.041  -1.723  1.449
H  1.856  -1.669  -0.133
H  -0.460  -2.163  -1.077
H  -0.936  -2.170  0.649
O  -2.067  -0.431  -1.368
O  -0.390  2.072  0.213
O  1.966  1.077  0.820

natural (NBO) atomic charge list, values in e, 2 entries: C 0.25; C 0.13


This record from the Open Molecules 2025 dataset describes a single C5H6O3 molecule at a distorted geometry. The level of theory is ωB97M-V with the def2-TZVPD basis set.

Calculated values
Largest force on an atom in eV Å⁻¹: 4.86
2S+1: 1
ΔE to the lowest compared entry with this formula, charge and spin in kJ/mol: 147.7
E_LUMO in eV: 0.25
Gap between HOMO and LUMO in eV: 9.515
SMILES: C=C/C=C\OC(=O)O

Positions of all 14 atoms, in Å:
C  0.982  -0.527  0.968
C  -0.344  0.020  1.286
C  1.580  -0.209  -0.237
C  -1.429  0.399  0.527
C  -1.752  -0.405  -1.722
O  -1.365  0.585  -0.905
O  -1.498  -0.013  -2.982
O  -2.364  -1.405  -1.435
H  1.461  -1.074  1.713
H  -0.509  0.152  2.317
H  2.541  -0.581  -0.582
H  -2.239  0.947  1.039
H  -1.059  0.937  -3.021
H  1.188  0.407  -0.943

natural (NBO) atomic charge list, values in e, 2 entries: C -0.23; C -0.24


This record from the Open Molecules 2025 dataset describes C5H6O3Tl as an isolated structure at a distorted geometry. The level of theory is ωB97M-V with the def2-TZVPD basis set.

Calculated values
Largest force on an atom in eV Å⁻¹: 2.85
2S+1: 2
ΔE to the lowest compared entry with this formula, charge and spin in kJ/mol: 221.8
E_LUMO (alpha / beta) in eV: -0.81 / -0.80
Gap between HOMO and LUMO (alpha / beta) in eV: 6.670 / 7.223

Positions of all 15 atoms, in Å:
C  -1.852  1.011  0.930
C  -0.627  0.711  1.730
C  0.638  1.014  0.940
C  1.219  0.123  0.139
O  2.365  -0.134  -0.266
Tl  3.230  -1.404  -2.297
H  -2.399  1.945  1.065
H  -2.024  0.485  -0.012
H  -0.611  -0.350  2.026
H  -0.621  1.305  2.657
H  0.996  2.047  0.887
O  -1.269  -2.197  -2.198
O  0.915  -2.006  -2.661
C  -0.148  -1.790  -2.092
H  0.188  -0.758  -0.849

natural (NBO) atomic charge list, values in e, 2 entries: C -0.28; C -0.49